(1)
The following is a quantum chemistry calculation of a structure of composition C24H35N7O5Ru, from the OMol25 dataset.

Atoms and positions in Å:
Ru (-0.2266, -0.0013, 0.0947)
C (0.8254, -0.1806, -2.6371)
C (-0.3288, -1.2020, -2.6192)
N (-1.2357, -1.0014, -1.4411)
C (-2.5359, -0.3347, -1.7803)
C (-2.9259, 0.6650, -0.7039)
N (-1.7360, 1.4171, -0.1896)
C (-1.2281, 2.5131, -1.0688)
C (-0.3864, 1.9510, -2.2009)
N (0.5766, 0.9341, -1.6695)
H (0.9786, 0.2250, -3.6376)
H (1.7445, -0.6660, -2.3227)
H (0.0926, -2.2005, -2.5474)
H (-0.9234, -1.1595, -3.5301)
H (-1.4333, -1.9209, -1.0517)
H (-3.3228, -1.0825, -1.8747)
H (-2.4459, 0.1343, -2.7553)
H (-3.3545, 0.1487, 0.1544)
H (-3.6749, 1.3624, -1.0836)
H (-2.0404, 1.8514, 0.6782)
H (-0.6212, 3.1674, -0.4410)
H (-2.0561, 3.1077, -1.4585)
H (0.1479, 2.7606, -2.6982)
H (-0.9976, 1.4764, -2.9621)
H (1.4702, 1.3955, -1.5328)
O (-1.1776, -0.9186, 1.4497)
O (-0.6364, -0.7354, 2.7757)
C (3.7472, -5.0205, 1.6303)
N (3.3516, -3.6624, 1.2510)
N (2.1561, -3.3862, 0.6424)
C (2.0172, -2.0477, 0.5554)
O (0.9733, -1.5853, -0.0799)
C (3.1454, -1.4615, 1.1313)
C (3.9571, -2.5114, 1.5542)
C (5.2791, -2.4732, 2.2376)
C (1.2650, -4.3923, 0.1330)
C (1.7241, -5.3066, -0.8004)
C (0.8487, -6.2740, -1.2757)
C (-0.4661, -6.3018, -0.8324)
C (-0.9135, -5.3653, 0.0920)
C (-0.0451, -4.4042, 0.5887)
H (2.8555, -5.6142, 1.8092)
H (4.3204, -4.9552, 2.5501)
H (4.3494, -5.4803, 0.8497)
H (3.3861, -0.4149, 1.1842)
H (5.6691, -1.4586, 2.2362)
H (6.0010, -3.1177, 1.7366)
H (5.1926, -2.8049, 3.2740)
H (2.7430, -5.2642, -1.1660)
H (1.1969, -7.0009, -1.9969)
H (-1.1419, -7.0622, -1.1998)
H (-1.9342, -5.4016, 0.4495)
H (-0.3695, -3.6915, 1.3372)
O (5.4782, 4.3765, 1.2736)
C (5.1282, 4.2831, 2.6260)
N (3.8455, 3.5746, 2.5857)
C (3.4329, 2.7383, 3.5398)
O (3.9879, 2.4469, 4.5737)
C (2.1112, 2.0082, 3.2877)
C (1.4356, 1.5583, 4.4181)
C (0.2918, 0.8377, 4.2249)
C (-0.2271, 0.5824, 2.8696)
N (0.6318, 0.9211, 1.7282)
C (1.6773, 1.6420, 1.9516)
H (6.2035, 5.0027, 1.1631)
H (4.9885, 5.2607, 3.0927)
H (5.8210, 3.6880, 3.2211)
H (3.2745, 3.8023, 1.7865)
H (1.8422, 1.7781, 5.3976)
H (-0.3083, 0.4693, 5.0518)
H (-1.0986, 1.2690, 2.7687)
H (2.3016, 1.9064, 1.1053)

Forces on the atoms, in the same order (eV/Å):
0.312 -0.397 -0.081
-0.068 0.045 0.032
-0.047 0.048 0.033
0.000 -0.034 0.057
-0.006 -0.058 0.069
-0.062 0.027 -0.020
-0.092 0.128 -0.070
-0.021 -0.057 -0.040
0.060 0.022 0.094
0.076 0.013 -0.131
-0.018 -0.002 -0.014
0.016 0.000 0.004
-0.008 -0.016 -0.015
0.011 0.013 -0.016
-0.003 -0.021 -0.028
-0.002 -0.009 -0.009
0.020 0.030 0.004
0.049 -0.020 0.019
-0.012 -0.003 -0.001
-0.023 0.034 -0.028
0.006 -0.004 0.010
-0.013 -0.004 -0.011
0.019 -0.010 -0.014
-0.028 -0.007 0.008
0.012 0.012 0.020
-0.510 0.215 0.293
0.142 0.054 -0.208
-0.014 0.076 -0.039
-0.088 -0.049 0.104
0.065 -0.249 0.061
-0.389 0.124 -0.271
0.578 0.261 0.068
0.026 -0.047 0.038
0.059 0.077 0.026
-0.022 0.003 -0.014
0.074 0.130 0.063
-0.019 -0.021 -0.145
0.038 0.020 -0.013
-0.003 -0.005 0.003
-0.027 0.019 0.019
-0.038 -0.073 0.064
-0.003 -0.002 0.004
0.019 -0.015 -0.001
-0.009 -0.011 -0.001
0.041 -0.032 -0.024
-0.004 0.000 0.006
-0.004 0.003 -0.001
-0.001 0.001 -0.005
-0.007 0.004 0.038
-0.009 -0.004 0.010
0.001 0.006 -0.003
0.008 -0.010 -0.001
0.012 0.002 -0.014
0.051 -0.006 0.067
-0.146 -0.040 -0.073
0.125 0.050 0.053
-0.251 -0.069 -0.085
0.120 -0.020 -0.027
0.086 0.061 -0.151
-0.123 0.034 -0.020
0.066 0.041 0.081
0.006 -0.331 0.011
-0.193 -0.140 0.011
0.152 0.039 0.160
-0.003 0.023 -0.014
0.031 0.027 -0.007
0.025 -0.036 0.009
-0.039 0.033 0.022
-0.015 -0.012 0.000
0.006 -0.017 -0.024
0.013 0.117 0.055
-0.005 0.042 0.002

Calculated values
ΔE to the lowest compared entry with this formula, charge and spin in kcal per mole: 0.0
Calculated total energy in Eh: -1788.8703
Charge: +3
2S+1: 2

(2)
The following is a quantum chemistry calculation of a cluster of 2 separate species, C11H18O in total at a distorted geometry, from the OMol25 dataset.

Atoms and positions in Å:
C (0.2817, -0.9321, 2.4468)
C (-0.8896, -1.5698, 2.2091)
C (-2.0096, -0.9609, 1.4375)
C (-0.9684, -3.0506, 2.2839)
C (-0.4828, -3.5144, 0.9062)
O (-1.1890, -3.8982, -0.0062)
H (1.2238, -1.4607, 2.5765)
H (0.2923, 0.1431, 2.3622)
H (-2.1897, 0.0583, 1.8103)
H (-2.9316, -1.5382, 1.4835)
H (-1.7570, -0.9070, 0.3628)
H (-0.3424, -3.4315, 3.1004)
H (-2.0116, -3.3533, 2.4610)
H (0.6296, -3.4466, 0.8047)
C (-1.7943, 3.1535, -0.5585)
C (-0.4900, 3.1192, -0.8183)
C (0.3905, 1.9464, -0.4400)
C (0.9049, 1.2433, -1.6500)
C (2.1944, 1.2051, -1.9859)
C (2.7921, 0.3891, -3.0776)
H (-2.2852, 2.3069, -0.0809)
H (-2.4118, 3.9923, -0.8575)
H (0.0060, 3.9383, -1.3426)
H (1.2481, 2.3051, 0.1511)
H (-0.1666, 1.2420, 0.2099)
H (0.1829, 0.7196, -2.2646)
H (2.8908, 1.7803, -1.3836)
H (2.9603, 0.9638, -4.0014)
H (3.7857, 0.0162, -2.7665)
H (2.1363, -0.4592, -3.3724)

Forces on the atoms, in the same order (eV/Å):
-1.381 -0.398 -0.419
1.822 0.397 -0.504
-0.415 1.065 0.062
-0.288 -0.810 -0.071
-0.432 -0.832 -0.218
0.775 0.589 1.082
-0.296 0.085 0.632
0.300 0.180 -0.170
-0.135 -0.183 -0.323
-0.026 0.047 0.242
0.037 0.036 0.437
0.035 -0.077 -0.400
0.379 -0.114 -0.173
-0.363 0.045 -0.186
0.260 0.006 -0.264
-0.240 -0.307 0.356
-0.169 0.428 0.329
0.758 -0.298 -0.170
-0.468 0.040 0.308
0.119 -0.469 -0.750
0.056 0.191 0.025
0.003 -0.051 0.044
-0.148 -0.125 0.117
-0.191 -0.057 -0.134
0.134 0.327 -0.364
-0.129 -0.154 0.001
0.051 0.002 0.090
0.011 0.030 0.272
-0.525 -0.035 -0.170
0.465 0.441 0.320

Calculated values
ΔE to the lowest compared entry with this formula, charge and spin in kcal per mole: 65.4
Calculated total energy in Eh: -505.0765
Charge: 0
SMILES: C=C(C)CC=O.C=CC/C=C/C

(3)
The following is a quantum chemistry calculation of an isolated molecule of C4H5NO, from the OMol25 dataset.

Atoms and positions in Å:
C (1.5858, 0.4344, 0.0238)
N (0.9969, 0.2533, 1.1341)
C (-0.2488, -0.3974, 0.8066)
C (-1.1997, 0.3878, -0.0616)
C (-0.2373, -0.5635, -0.6948)
O (1.0007, -0.0167, -1.1144)
H (2.5446, 0.9214, -0.1166)
H (-0.6232, -1.1235, 1.5194)
H (-1.0402, 1.4569, -0.1724)
H (-2.2389, 0.0733, -0.0487)
H (-0.5400, -1.4261, -1.2755)

Forces on the atoms, in the same order (eV/Å):
0.075 0.122 0.242
0.138 0.052 -0.380
-0.150 -0.185 0.183
-0.119 0.117 -0.027
-0.153 -0.179 -0.079
0.036 0.046 0.044
-0.124 -0.060 0.025
0.046 0.098 -0.129
0.057 -0.153 0.023
0.169 0.028 -0.014
0.024 0.115 0.111

Calculated values
ΔE to the lowest compared entry with this formula, charge and spin in kcal per mole: 33.2
Calculated total energy in Eh: -285.3617
Charge: 0
SMILES: C1=N[C@H]2C[C@H]2O1